1.
Below is 2 unconnected molecules or ions with the total composition C16H29NO7PS, with properties calculated with ωB97M-V/def2-TZVPD.

Each line ends with the Löwdin charge.
Geometry (Å):
C (-6.645, 1.460, 3.748)  -0.064
C (-5.379, 1.973, 3.093)  -0.241
O (-4.519, 0.893, 2.628)  -0.215
P (-3.513, 0.257, 3.671)  0.449
O (-3.815, 0.528, 5.080)  -0.237
C (-1.887, 0.895, 3.182)  -0.180
C (-0.768, -0.168, 3.140)  -0.186
C (-0.163, -0.398, 1.751)  -0.106
N (1.344, -0.235, 1.755)  -0.008
C (1.829, 1.119, 1.327)  -0.426
S (3.583, 1.010, 0.921)  0.912
C (3.578, 1.907, -0.659)  -0.513
C (3.067, 1.080, -1.827)  -0.158
O (-3.403, -1.271, 3.274)  -0.215
C (-4.624, -2.033, 3.059)  -0.238
C (-4.784, -3.080, 4.137)  -0.062
H (-6.507, 1.397, 4.826)  0.078
H (-7.476, 2.133, 3.558)  0.081
H (-6.888, 0.460, 3.400)  0.072
H (-5.601, 2.550, 2.199)  0.117
H (-4.821, 2.617, 3.768)  0.113
H (-1.643, 1.711, 3.855)  0.100
H (-2.012, 1.331, 2.190)  0.090
H (0.025, 0.156, 3.821)  0.116
H (-1.115, -1.120, 3.526)  0.106
H (-0.562, 0.275, 1.000)  0.123
H (-0.353, -1.415, 1.420)  0.137
H (1.674, -0.403, 2.704)  0.165
H (1.784, -0.933, 1.153)  0.157
H (1.633, 1.812, 2.139)  0.104
H (1.285, 1.400, 0.431)  0.090
H (4.608, 2.217, -0.805)  0.079
H (2.985, 2.807, -0.518)  0.080
H (1.979, 1.014, -1.827)  0.069
H (3.481, 0.076, -1.811)  0.058
H (3.362, 1.534, -2.772)  0.080
H (-4.533, -2.502, 2.082)  0.121
H (-5.494, -1.383, 3.044)  0.098
H (-5.053, -2.619, 5.084)  0.084
H (-3.893, -3.690, 4.243)  0.079
H (-5.613, -3.727, 3.849)  0.085
C (5.735, -0.970, -7.255)  0.080
C (4.587, -0.477, -7.745)  -0.234
C (3.410, -0.155, -6.859)  -0.311
O (2.416, 0.303, -7.387)  0.115
C (3.526, -0.408, -5.431)  0.066
C (4.671, -0.902, -4.948)  -0.237
C (5.855, -1.205, -5.831)  -0.313
O (6.849, -1.636, -5.278)  0.112
O (4.880, -1.166, -3.663)  0.092
O (4.388, -0.231, -9.028)  0.129
H (6.584, -1.202, -7.882)  0.140
H (2.670, -0.190, -4.808)  0.125
H (5.794, -1.515, -3.613)  0.120
H (3.482, 0.122, -9.111)  0.124

- Charge: +1
- DFT total energy: -1947.8705 Eh
- Gap between HOMO and LUMO: 8.30 eV
- Highest occupied orbital energy: -11.52 eV
- Spin multiplicity: 1

---

2.
Below is a molecular structure, C19H18N3O4PtS, with properties calculated with ωB97M-V/def2-TZVPD.

Each line ends with the Löwdin charge.
Geometry (Å):
Pt (-0.873, 0.058, 0.334)  1.003
O (5.081, -0.178, -5.204)  0.135
C (3.852, 0.328, -4.992)  -0.475
O (3.277, 0.912, -5.863)  0.143
C (3.243, 0.131, -3.630)  -0.117
C (3.667, -0.834, -2.726)  -0.009
C (3.039, -0.971, -1.498)  -0.011
C (1.978, -0.133, -1.173)  -0.256
C (1.526, 0.816, -2.086)  -0.002
C (2.163, 0.947, -3.303)  0.019
N (1.310, -0.253, 0.073)  -0.024
C (1.968, -0.443, 1.146)  -0.054
C (1.241, -0.614, 2.405)  -0.249
C (1.873, -0.862, 3.611)  0.014
C (1.095, -1.017, 4.749)  -0.021
C (-0.282, -0.920, 4.642)  -0.015
C (-0.843, -0.663, 3.399)  -0.080
N (-0.093, -0.516, 2.313)  -0.028
H (5.478, -0.509, -4.392)  0.098
H (4.463, -1.528, -2.970)  0.121
H (3.345, -1.756, -0.818)  0.117
H (0.689, 1.449, -1.823)  0.078
H (1.832, 1.678, -4.028)  0.132
H (3.056, -0.468, 1.155)  0.148
H (2.952, -0.929, 3.654)  0.127
H (1.559, -1.211, 5.706)  0.123
H (-0.922, -1.034, 5.505)  0.120
H (-1.912, -0.570, 3.260)  0.127
O (-2.964, 0.064, 0.146)  -0.301
N (-3.572, 1.255, 0.222)  -0.203
C (-4.926, 1.227, 0.156)  -0.008
C (-5.653, 2.377, 0.210)  -0.035
C (-4.976, 3.597, 0.339)  -0.042
C (-3.608, 3.602, 0.407)  -0.077
C (-2.875, 2.404, 0.344)  -0.645
S (-1.152, 2.405, 0.405)  0.638
H (-5.338, 0.235, 0.057)  0.142
H (-6.729, 2.328, 0.153)  0.118
H (-5.526, 4.526, 0.385)  0.120
H (-3.050, 4.522, 0.507)  0.113
C (-0.268, -3.431, -0.003)  -0.111
O (-1.165, -2.336, -0.182)  -0.215
H (0.156, -3.757, -0.953)  0.090
H (-0.764, -4.269, 0.488)  0.089
H (0.537, -3.076, 0.639)  0.067
H (-1.890, -2.583, -0.765)  0.097

- Charge: +1
- DFT total energy: -1717.2898 Eh
- <S²>: 2.0076
- Gap between HOMO and LUMO (alpha / beta): 6.15 / 6.94 eV
- Highest occupied orbital energy (alpha / beta): -10.19 / -11.05 eV
- Spin multiplicity: 3
- Energy above the lowest of the compared OMol25 structures with the same formula, charge and spin: 0.0 kcal per mole

---

3.
Below is a molecular structure, C33H36F6Ge2N5O7S2SiTi, with properties calculated with ωB97M-V/def2-TZVPD.

Each line ends with the Löwdin charge.
Geometry (Å):
Ti (-1.310, 1.231, -1.164)  1.058
O (-4.901, 1.763, 0.837)  0.108
C (-3.964, 1.466, 0.128)  -0.416
N (-2.648, 1.839, 0.244)  0.022
C (-2.227, 2.836, 1.086)  -0.409
O (-2.887, 3.514, 1.847)  0.101
C (-0.722, 2.995, 1.003)  -0.165
C (-0.073, 3.947, 1.760)  0.019
C (1.309, 3.995, 1.742)  -0.029
C (1.993, 3.082, 0.960)  -0.031
C (1.275, 2.184, 0.200)  -0.122
N (-0.060, 2.132, 0.214)  0.017
C (-4.155, 0.542, -1.059)  -0.196
C (-5.381, -0.053, -1.283)  0.009
C (-5.526, -0.917, -2.351)  -0.042
C (-4.426, -1.157, -3.159)  -0.039
C (-3.238, -0.511, -2.876)  -0.088
N (-3.099, 0.330, -1.854)  0.030
H (-0.679, 4.622, 2.349)  0.123
H (1.844, 4.733, 2.326)  0.109
H (3.074, 3.078, 0.917)  0.114
H (1.770, 1.481, -0.457)  0.109
H (-6.183, 0.178, -0.595)  0.122
H (-6.472, -1.400, -2.557)  0.104
H (-4.486, -1.819, -4.012)  0.105
H (-2.363, -0.660, -3.492)  0.099
F (-3.994, 1.941, -4.267)  0.007
C (-4.243, 3.148, -3.692)  -0.630
F (-5.153, 2.925, -2.727)  0.043
F (-4.838, 3.896, -4.645)  0.025
S (-2.108, 3.852, -3.330)  0.712
O (-1.944, 2.884, -2.142)  -0.550
O (-2.358, 5.208, -2.874)  -0.416
N (-0.504, 3.810, -3.977)  -0.366
S (0.406, 3.350, -2.814)  0.550
O (0.552, 4.204, -1.662)  -0.284
O (0.411, 1.889, -2.549)  -0.428
C (2.084, 3.471, -3.588)  -0.664
F (3.003, 3.093, -2.679)  0.094
F (2.405, 4.702, -3.994)  0.121
F (2.209, 2.646, -4.640)  0.107
C (2.349, -0.633, -2.489)  -0.152
Si (0.533, -1.067, -2.683)  0.293
C (0.376, -2.924, -2.422)  -0.159
C (0.083, -0.685, -4.479)  -0.159
O (-0.457, -0.323, -1.634)  -0.449
H (2.967, -1.268, -3.131)  0.034
H (2.685, -0.762, -1.456)  0.001
H (2.515, 0.407, -2.777)  0.013
H (1.027, -3.478, -3.106)  0.027
H (-0.652, -3.265, -2.569)  0.027
H (0.662, -3.177, -1.397)  0.003
H (0.981, -0.672, -5.102)  0.030
H (-0.362, 0.312, -4.535)  0.030
H (-0.614, -1.405, -4.916)  0.021
C (4.704, -0.797, 1.135)  -0.285
Ge (3.275, -2.176, 1.451)  0.745
C (4.001, -3.051, 3.102)  -0.276
C (3.744, -3.565, 0.089)  -0.282
Ge (0.581, -1.164, 1.298)  0.864
C (0.665, 0.037, 2.925)  -0.334
C (-0.473, 0.637, 3.472)  -0.134
C (-0.395, 1.460, 4.591)  -0.094
C (0.831, 1.711, 5.187)  -0.118
C (1.978, 1.135, 4.656)  -0.107
C (1.889, 0.315, 3.539)  -0.136
C (0.074, -2.874, 2.295)  -0.345
C (0.472, -4.113, 1.794)  -0.156
C (0.100, -5.307, 2.404)  -0.111
C (-0.684, -5.283, 3.548)  -0.125
C (-1.097, -4.060, 4.064)  -0.105
C (-0.729, -2.877, 3.437)  -0.108
H (5.521, -1.233, 0.554)  -0.001
H (5.101, -0.450, 2.092)  -0.003
H (4.321, 0.070, 0.592)  -0.012
H (5.038, -3.348, 2.918)  0.003
H (3.415, -3.935, 3.360)  -0.002
H (3.972, -2.365, 3.951)  -0.005
H (4.829, -3.602, -0.030)  0.002
H (3.290, -3.343, -0.880)  -0.012
H (3.393, -4.546, 0.416)  -0.003
H (-1.443, 0.467, 3.016)  0.086
H (-1.298, 1.915, 4.983)  0.100
H (0.896, 2.356, 6.057)  0.088
H (2.944, 1.331, 5.109)  0.091
H (2.794, -0.120, 3.128)  0.042
H (1.090, -4.149, 0.901)  0.060
H (0.423, -6.255, 1.987)  0.090
H (-0.970, -6.208, 4.036)  0.085
H (-1.710, -4.030, 4.958)  0.090
H (-1.075, -1.936, 3.849)  0.086
N (-2.507, -1.275, 0.640)  0.100
C (-1.449, -0.883, 0.899)  -0.375

- Charge: -2
- DFT total energy: -8768.0876 Eh
- <S²>: 0.7591
- Gap between HOMO and LUMO (alpha / beta): 3.74 / 3.73 eV
- Highest occupied orbital energy (alpha / beta): -0.28 / -0.28 eV
- Spin multiplicity: 2
- Energy above the lowest of the compared OMol25 structures with the same formula, charge and spin: 100.4 kcal per mole

---

4.
Below is a molecular structure, C12H27ClIN2OP2PbS, with properties calculated with ωB97M-V/def2-TZVPD.

Each line ends with the Löwdin charge.
Geometry (Å):
C (-0.083, 0.578, -3.807)  -0.023
C (-0.083, 0.945, -2.328)  -0.512
H (-0.077, 1.498, -4.397)  0.132
H (-0.956, -0.035, -4.045)  0.076
H (0.782, -0.046, -4.044)  0.076
O (-0.078, 2.121, -2.005)  0.125
I (-0.100, -2.504, 1.246)  0.793
Pb (-0.091, -0.556, -0.884)  0.221
P (2.276, -0.715, -0.859)  0.694
C (3.043, 0.327, 0.429)  -0.200
C (2.915, -2.388, -0.533)  -0.242
H (3.954, -2.459, -0.871)  0.094
H (4.207, -0.294, -2.285)  0.095
H (2.291, -3.116, -1.054)  0.041
H (2.792, -0.840, -3.220)  0.066
H (2.648, 0.015, 1.400)  0.054
H (2.847, -2.577, 0.541)  0.030
C (3.122, -0.201, -2.397)  -0.178
H (4.132, 0.214, 0.414)  0.095
H (2.864, 0.835, -2.630)  0.071
H (2.785, 1.375, 0.259)  0.059
P (-2.459, -0.688, -0.856)  0.689
C (-3.212, 0.366, 0.430)  -0.223
C (-3.300, -0.168, -2.396)  -0.178
H (-2.503, -3.088, -1.048)  0.040
H (-4.158, -2.411, -0.861)  0.094
H (-3.049, -2.541, 0.548)  0.030
C (-3.117, -2.352, -0.526)  -0.242
H (-2.975, -0.811, -3.218)  0.065
H (-4.386, -0.251, -2.284)  0.095
H (-4.302, 0.267, 0.415)  0.097
H (-2.940, 1.411, 0.258)  0.046
H (-3.033, 0.866, -2.630)  0.071
H (-2.822, 0.050, 1.402)  0.039
Cl (-0.103, -2.285, -2.559)  0.143
C (-0.297, -0.301, 3.696)  -0.075
N (0.138, 1.060, 3.463)  -0.086
C (0.498, 1.897, 4.457)  -0.007
C (0.834, 3.110, 3.910)  -0.022
N (0.685, 3.029, 2.578)  0.104
C (0.266, 1.773, 2.311)  -0.695
S (-0.233, 1.392, 0.783)  0.732
H (-1.285, -0.480, 3.219)  0.072
H (0.499, -0.965, 3.336)  -0.003
H (-0.389, -0.506, 4.782)  0.128
H (0.498, 1.647, 5.512)  0.156
H (1.135, 3.998, 4.451)  0.153
H (0.818, 3.810, 1.897)  0.209

- Charge: +3
- DFT total energy: -2688.6758 Eh
- Gap between HOMO and LUMO (alpha / beta): 3.41 / 3.29 eV
- Highest occupied orbital energy (alpha / beta): -17.30 / -17.24 eV
- Spin multiplicity: 1

---

> What is the DFT total energy in the first record?

-1947.8705 Eh

---

> Which formula does entry 3 have?

C33H36F6Ge2N5O7S2SiTi